H4OS2 | ωB97M-V with the def2-TZVPD basis set

For the energy, the calculation gives -873.988738 hartree. As for the highest occupied orbital energy: -8.813 eV. As for the SMILES: SS.O.

ORCA input file:
```
! wB97M-V def2-TZVPD RIJCOSX def2/J DEFGRID3
* xyz 0 1
S 0.167 -0.665 -2.329
S -0.646 -2.353 -1.529
H 0.586 -0.131 -1.181
H 0.390 -2.628 -0.730
O 0.601 5.093 6.341
H 1.116 4.922 7.117
H 1.029 5.814 5.902
*
```

***

C42H41NO2P2PbS2 | ωB97M-V with the def2-TZVPD basis set

For the energy, the calculation gives -3502.084638 hartree. As for the highest occupied orbital energy: -6.620 eV.

ORCA input file:
```
! wB97M-V def2-TZVPD RIJCOSX def2/J DEFGRID3
* xyz 0 1
Pb 0.129 0.580 0.133
C -0.657 -5.490 -5.487
C -0.602 -4.241 -5.965
C -1.671 -3.514 -6.731
C -3.117 -4.034 -6.561
C -3.626 -4.037 -5.144
C -3.490 -4.996 -4.223
C -2.820 -6.330 -4.385
C -1.803 -6.463 -5.543
C -0.916 0.883 2.080
H 0.245 -5.907 -5.020
H 0.346 -3.695 -5.886
H -1.432 -3.537 -7.808
H -1.647 -2.451 -6.444
H -3.763 -3.345 -7.128
H -3.213 -5.010 -7.049
H -4.217 -3.147 -4.890
H -3.991 -4.871 -3.255
H -3.587 -7.112 -4.523
H -2.308 -6.582 -3.444
H -1.366 -7.470 -5.456
H -2.333 -6.443 -6.501
H -0.468 0.221 2.839
H -1.980 0.657 1.909
H -0.763 1.937 2.368
P 0.797 -0.962 -2.262
P -2.125 -0.900 -0.813
C -0.679 -1.529 -3.096
C -1.906 -1.453 -2.502
C 1.651 0.286 -3.288
C 1.548 0.200 -4.685
C 2.200 1.138 -5.491
C 2.931 2.179 -4.905
C 3.015 2.288 -3.511
C 2.384 1.345 -2.702
C 1.942 -2.365 -2.011
C 1.657 -3.326 -1.014
C 2.546 -4.373 -0.779
C 3.719 -4.481 -1.536
C 4.017 -3.518 -2.506
C 3.142 -2.456 -2.736
C -3.549 0.271 -0.790
C -3.346 1.600 -1.225
C -4.394 2.520 -1.187
C -5.655 2.125 -0.721
C -5.861 0.815 -0.272
C -4.811 -0.107 -0.297
C -2.665 -2.368 0.130
C -2.414 -2.449 1.516
C -2.849 -3.564 2.233
C -3.508 -4.607 1.571
C -3.748 -4.538 0.193
C -3.325 -3.420 -0.529
H -0.544 -1.951 -4.101
H -2.825 -1.726 -3.036
H 0.961 -0.603 -5.134
H 2.134 1.059 -6.577
H 3.431 2.916 -5.533
H 3.573 3.108 -3.051
H 2.459 1.426 -1.612
H 0.756 -3.228 -0.404
H 2.325 -5.106 -0.001
H 4.405 -5.311 -1.362
H 4.939 -3.592 -3.085
H 3.395 -1.684 -3.465
H -2.362 1.917 -1.582
H -4.227 3.546 -1.526
H -6.475 2.843 -0.701
H -6.843 0.511 0.099
H -4.970 -1.122 0.073
H -1.894 -1.630 2.019
H -2.671 -3.614 3.309
H -3.829 -5.482 2.133
H -4.264 -5.350 -0.320
H -3.512 -3.360 -1.603
O 2.926 0.831 5.884
S 1.955 1.157 4.864
O 0.635 1.580 5.271
N 1.866 0.023 3.643
C 2.368 0.425 2.480
S 2.303 -0.592 1.104
C 2.859 1.812 2.490
C 3.224 2.661 1.438
C 3.479 4.009 1.714
C 3.338 4.509 3.020
C 2.889 3.680 4.055
C 2.651 2.351 3.761
H 3.287 2.259 0.420
H 3.781 4.678 0.904
H 3.566 5.551 3.238
H 2.722 4.020 5.074
*
```

***

C25H46NO | ωB97M-V with the def2-TZVPD basis set

For the energy, the calculation gives -1109.845098 hartree. As for the highest occupied orbital energy: -11.470 eV. As for the SMILES: CCCCCCCCc1[nH+]c([C@@H](C)CC)ccc1CCCCCCCOC.

ORCA input file:
```
! wB97M-V def2-TZVPD RIJCOSX def2/J DEFGRID3
* xyz 1 1
C -3.159 -2.644 -3.653
C -2.614 -1.394 -2.843
C -3.730 -0.652 -2.001
C -3.171 0.508 -1.092
C -2.331 1.590 -1.908
C -0.787 1.209 -1.994
C 0.131 2.140 -1.059
C 0.625 1.235 0.139
C 1.933 0.447 -0.136
N 2.363 0.266 -1.447
C 3.536 -0.386 -1.783
C 3.890 -0.500 -3.318
C 3.955 0.991 -3.912
C 5.216 -1.293 -3.600
C 4.963 -2.843 -3.422
C 4.416 -0.940 -0.776
C 4.004 -0.824 0.627
C 2.740 -0.116 0.955
C 2.358 -0.019 2.464
C 0.858 -0.400 2.795
C 0.643 -1.058 4.215
C -0.748 -0.628 4.860
C -1.942 -0.573 3.842
C -3.218 0.051 4.592
C -3.385 1.554 4.101
O -4.708 2.053 4.356
C -5.008 3.141 3.471
H -2.694 -3.590 -3.273
H -4.273 -2.725 -3.595
H -2.817 -2.528 -4.719
H -2.181 -0.641 -3.562
H -1.793 -1.717 -2.141
H -4.514 -0.198 -2.673
H -4.194 -1.419 -1.325
H -4.034 1.043 -0.602
H -2.513 0.112 -0.263
H -2.447 2.608 -1.455
H -2.766 1.633 -2.945
H -0.424 1.270 -3.062
H -0.705 0.128 -1.679
H 0.980 2.589 -1.637
H -0.520 2.948 -0.621
H 0.792 1.818 1.089
H -0.204 0.508 0.377
H 1.813 0.618 -2.240
H 2.999 -0.990 -3.805
H 4.568 0.931 -4.849
H 4.450 1.637 -3.133
H 2.931 1.357 -4.184
H 5.444 -1.137 -4.696
H 6.113 -0.902 -3.050
H 4.071 -3.120 -4.041
H 4.719 -3.104 -2.361
H 5.892 -3.400 -3.700
H 5.387 -1.446 -1.000
H 4.622 -1.228 1.468
H 2.511 1.058 2.764
H 3.090 -0.619 3.073
H 0.470 -1.101 2.009
H 0.274 0.566 2.789
H 1.512 -0.933 4.914
H 0.556 -2.173 4.038
H -0.999 -1.447 5.597
H -0.579 0.318 5.436
H -2.258 -1.580 3.453
H -1.773 0.084 2.951
H -3.074 0.101 5.699
H -4.150 -0.472 4.264
H -2.657 2.253 4.603
H -3.219 1.649 2.981
H -5.078 2.742 2.421
H -4.197 3.928 3.469
H -5.960 3.657 3.740
*
```

***

C4H9NS | ωB97M-V with the def2-TZVPD basis set

For the energy, the calculation gives -610.434713 hartree. As for the highest occupied orbital energy: -8.557 eV.

ORCA input file:
```
! wB97M-V def2-TZVPD RIJCOSX def2/J DEFGRID3
* xyz 0 1
C 1.163 1.360 0.254
C 1.214 -0.102 -0.507
C 0.440 -1.187 0.113
C -0.979 -0.882 0.139
H 0.243 2.217 -0.508
H 2.652 1.578 0.065
H 0.919 0.753 1.465
H 0.646 0.031 -1.401
H 2.341 -0.447 -0.725
H 0.440 -2.208 -0.263
H 0.798 -1.461 1.081
H -1.608 -1.972 0.187
H -3.493 1.914 0.310
N -1.574 0.294 -0.113
S -3.203 0.112 -0.095
*
```

***

Q: Look up the highest occupied orbital energy of the fourth one.
A: -8.557 eV